C3H3ClO2 in the gas phase. Source: the OMol25 dataset; level of theory: ωB97M-V/def2-TZVPD.

Output
**Energy relative to the best compared isomer or geometry (same formula, charge and spin)**: 369.9 kJ/mol
**E_tot**: -19772.856 eV
**Highest occupied orbital energy**: -9.4 eV
**SMILES**: Cl[C@H]1C=COO1

Geometry as ORCA input:
```
! wB97M-V def2-TZVPD RIJCOSX def2/J DEFGRID3
* xyz 0 1
Cl -2.75160 -0.43366 -0.26937
C -1.28395 0.20892 0.63672
C 0.01894 -0.21179 -0.17644
C 0.44076 0.90075 -0.74664
O -0.22812 1.95762 -0.39100
O -1.29367 1.56171 0.54966
H -1.20187 -0.33599 1.60632
H 0.27543 -1.22837 0.00935
H 1.31078 1.29070 -1.30047
*
```

How positive or negative is each atom? The Löwdin charges in e answer that: 0.55, -0.67, -0.05, -0.18, 0.01, -0.05, 0.12, 0.10, 0.16

A molecular structure, C4H3NO3. Source: the OMol25 dataset; level of theory: ωB97M-V/def2-TZVPD.

Output
**Energy relative to the best compared isomer or geometry (same formula, charge and spin)**: 464.4 kJ/mol
**E_tot**: -11824.720 eV
**Highest occupied orbital energy**: -10.9 eV

Geometry as ORCA input:
```
! wB97M-V def2-TZVPD RIJCOSX def2/J DEFGRID3
* xyz 0 1
C 1.50736 0.25341 0.23980
C 0.08842 0.69014 -0.09381
C -0.99641 -0.27500 0.02509
C -2.48098 -0.00038 -0.09048
H 0.89625 -1.46145 -0.67231
H 2.11504 1.06489 -0.02102
H 1.55063 0.24217 1.40258
N -3.69548 -0.15902 -0.28489
O 2.00019 -0.82255 -0.57564
O -0.28920 1.86528 -0.17399
O -0.69582 -1.39748 0.24468
*
```

How positive or negative is each atom? The Löwdin charges in e answer that: -0.21, -0.30, -0.33, -0.02, 0.25, 0.10, 0.17, 0.17, -0.13, 0.14, 0.16

A molecular structure, C3H4O2Pt. Source: the OMol25 dataset; level of theory: ωB97M-V/def2-TZVPD.

Output
**⟨S²⟩**: 2.0046
**Energy relative to the best compared isomer or geometry (same formula, charge and spin)**: 62.0 kJ/mol
**E_tot**: -10508.201 eV
**Highest occupied orbital energy (spin up / spin down)**: -6.8 / -8.9 eV

Geometry as ORCA input:
```
! wB97M-V def2-TZVPD RIJCOSX def2/J DEFGRID3
* xyz 0 3
C 1.70732 -0.98601 0.40064
C 0.78555 -0.76470 -0.54612
O -0.14283 0.44173 -0.24667
C -1.08489 0.49935 0.64350
O -0.63161 1.33315 1.58020
H 1.62432 -1.99558 0.82550
H 0.26741 -1.51996 -1.14900
H -1.35389 1.58344 2.16664
Pt 2.24179 0.60319 1.32573
H 2.44167 1.26266 -0.23922
*
```

How positive or negative is each atom? The Löwdin charges in e answer that: -0.39, -0.17, -0.18, -0.20, -0.02, 0.05, 0.11, 0.09, 0.77, -0.06

2 unconnected molecules or ions with the total composition C3H3BrO2. Source: the OMol25 dataset; level of theory: ωB97M-V/def2-TZVPD.

Output
**Energy relative to the best compared isomer or geometry (same formula, charge and spin)**: 286.2 kJ/mol
**E_tot**: -77293.298 eV
**Highest occupied orbital energy (spin up / spin down)**: -9.1 / -8.9 eV

Geometry as ORCA input:
```
! wB97M-V def2-TZVPD RIJCOSX def2/J DEFGRID3
* xyz 0 1
C 0.10955 -1.36659 -0.36878
C 0.75103 1.52278 -0.00203
C -0.63937 -0.53579 0.51279
O 1.12484 -1.94829 -0.04794
O 1.83918 1.94568 -0.13740
Br -2.23360 0.25132 -0.04608
H -0.29546 -1.44255 -1.39759
H -0.21676 2.03195 -0.08280
H -0.43941 -0.45851 1.56983
*
```

How positive or negative is each atom? The Löwdin charges in e answer that: -0.45, -0.03, -0.59, 0.02, 0.11, 0.74, 0.11, 0.03, 0.06

2 unconnected molecules or ions with the total composition C5H14NS. Source: the OMol25 dataset; level of theory: ωB97M-V/def2-TZVPD.

Output
**⟨S²⟩**: 0.7513
**Energy relative to the best compared isomer or geometry (same formula, charge and spin)**: 265.8 kJ/mol
**E_tot**: -17733.358 eV
**Highest occupied orbital energy (spin up / spin down)**: -3.6 / -8.8 eV

Geometry as ORCA input:
```
! wB97M-V def2-TZVPD RIJCOSX def2/J DEFGRID3
* xyz 0 2
C 0.35516 0.02825 1.61829
S -0.41678 -1.19708 2.70769
C -0.77537 -2.36948 1.37146
H -0.36846 0.35188 0.86527
H 1.22249 -0.44890 1.14568
H 0.67889 0.90890 2.16524
H -1.28071 -3.23572 1.79526
H -1.40283 -1.89205 0.62521
H 0.15941 -2.71507 0.93280
C -0.35687 2.36442 -2.71830
C 0.20885 1.11082 -2.14663
C -0.09971 -0.14661 -2.45146
N 1.31813 1.34589 -1.17650
H -1.09439 2.09734 -3.47713
H -0.83819 2.97662 -1.95785
H 0.43889 2.94581 -3.20436
H 0.43721 -0.98902 -2.03440
H -0.84597 -0.38461 -3.19751
H 1.33382 2.32949 -0.85705
H 2.26858 1.07232 -1.61436
H 1.23876 0.71221 -0.37664
*
```

How positive or negative is each atom? The Löwdin charges in e answer that: -0.48, 0.72, -0.43, 0.02, 0.02, 0.03, 0.03, 0.03, 0.03, -0.09, -0.47, 0.02, 0.08, 0.08, 0.07, 0.07, 0.04, 0.06, 0.09, 0.03, 0.05

- Which value of energy relative to the best compared isomer or geometry (same formula, charge and spin) does entry 5 give?
  265.8 kJ/mol

- What is the formula in the first record?
  C3H3ClO2

What did the third record say?
A molecular structure, C3H4O2Pt. Source: the OMol25 dataset; level of theory: ωB97M-V/def2-TZVPD.

Output
**⟨S²⟩**: 2.0046
**Energy relative to the best compared isomer or geometry (same formula, charge and spin)**: 62.0 kJ/mol
**E_tot**: -10508.201 eV
**Highest occupied orbital energy (spin up / spin down)**: -6.8 / -8.9 eV

Geometry as ORCA input:
```
! wB97M-V def2-TZVPD RIJCOSX def2/J DEFGRID3
* xyz 0 3
C 1.70732 -0.98601 0.40064
C 0.78555 -0.76470 -0.54612
O -0.14283 0.44173 -0.24667
C -1.08489 0.49935 0.64350
O -0.63161 1.33315 1.58020
H 1.62432 -1.99558 0.82550
H 0.26741 -1.51996 -1.14900
H -1.35389 1.58344 2.16664
Pt 2.24179 0.60319 1.32573
H 2.44167 1.26266 -0.23922
*
```

How positive or negative is each atom? The Löwdin charges in e answer that: -0.39, -0.17, -0.18, -0.20, -0.02, 0.05, 0.11, 0.09, 0.77, -0.06